Entry 1:
Entry from OMol25: a single C19H20N2O3S molecule in a non-equilibrium geometry (ωB97M-V/def2-TZVPD).

Geometry as XYZ:
```
45
Properties=species:S:1:pos:R:3:forces:R:3:nbo_charge:R:1
C -0.0553 -3.7964 2.8938 -0.4 1.5 0.0 -0.25
O 0.0186 -3.7064 1.4586 -0.4 0.9 0.1 -0.51
C -0.5374 -2.5822 0.8505 -0.2 -0.1 1.4 0.41
C -1.3253 -1.6453 1.5323 -0.1 -0.4 0.2 -0.32
C -1.9447 -0.5529 0.9280 0.1 0.6 -0.2 0.06
C -2.9133 0.3098 1.7678 -0.1 -1.6 -0.4 -0.63
C -1.5973 -0.3248 -0.4167 0.9 0.3 -0.2 -0.33
S -1.9506 1.2630 -1.2511 -3.7 0.8 -0.8 2.24
O -2.4791 2.3296 -0.3827 1.9 -2.0 -0.7 -0.90
O -2.8667 0.9736 -2.3749 2.5 0.2 1.3 -0.91
N -0.4202 1.7357 -1.8940 -1.0 0.3 1.3 -0.60
C -0.0798 1.6985 -3.2289 0.3 -1.1 -0.5 -0.10
C 1.2758 1.5897 -3.2676 -1.6 0.2 0.2 0.11
C 2.0085 1.3471 -4.5127 1.4 -0.8 0.1 -0.63
N 1.7945 1.6874 -1.9922 -0.1 -0.1 -0.3 -0.44
C 0.7678 1.7876 -1.1855 1.0 -0.8 -0.1 0.36
C 0.9696 1.8675 0.2695 -0.8 0.7 0.9 -0.10
C 0.2727 2.8682 0.9842 0.5 0.3 0.4 -0.17
C 0.5726 3.0988 2.3416 0.3 -0.4 -0.7 -0.22
C 1.5284 2.3166 2.9832 -0.5 -0.7 0.4 -0.20
C 2.1693 1.2722 2.2889 -0.1 0.8 -0.5 -0.22
C 1.9334 1.0663 0.9311 -0.9 1.2 0.0 -0.17
C -0.7894 -1.2632 -1.1264 -0.2 0.2 0.3 -0.17
C -0.2830 -2.4049 -0.5006 0.4 -0.5 -0.9 -0.08
C 0.6046 -3.4437 -1.2154 -0.8 0.8 -0.2 -0.63
H 0.4469 -2.9267 3.3866 -0.2 -0.6 -0.5 0.18
H -1.0930 -3.7825 3.2525 0.1 -0.1 -0.2 0.18
H 0.3992 -4.7115 3.2189 0.3 -0.4 -0.2 0.21
H -1.4862 -1.7292 2.5974 -0.1 -0.3 0.0 0.22
H -2.4090 1.1194 2.2438 0.3 0.8 0.1 0.24
H -3.7538 0.6369 1.1673 0.1 0.4 -0.1 0.24
H -3.3680 -0.3003 2.5688 0.4 0.0 -0.3 0.21
H -0.7774 1.5725 -4.0381 -0.3 0.1 0.3 0.24
H 2.6896 2.1797 -4.6658 0.3 -0.2 -0.4 0.23
H 1.3633 1.1971 -5.3685 -0.3 0.4 -0.1 0.22
H 2.5608 0.3812 -4.4251 0.0 0.8 0.0 0.22
H -0.4159 3.5784 0.4954 0.4 -0.8 0.1 0.24
H 0.1143 3.9270 2.8671 -0.1 -0.1 0.0 0.22
H 1.6702 2.4553 4.0711 0.3 0.0 -0.8 0.22
H 2.9625 0.7163 2.7466 0.1 -0.3 0.4 0.21
H 2.5141 0.3846 0.3410 0.1 -0.4 -0.1 0.23
H -0.5350 -1.1207 -2.1871 -0.2 0.2 0.5 0.24
H 1.6076 -3.3818 -0.7882 0.0 0.0 -0.3 0.23
H 0.2496 -4.4720 -1.0662 0.0 0.4 0.0 0.23
H 0.5861 -3.2154 -2.2982 0.3 -0.2 0.6 0.22
```
Positions in Å, forces in eV/Å.

Its HOMO-LUMO gap is 0.3307 hartree. The calculation puts the molecular weight at 356.447 g mol⁻¹. The LUMO energy is 0.4911 eV. Its SMILES is COc1cc(C)c(S(=O)(=O)n2cc(C)nc2-c2ccccc2)cc1C. For the energy above the lowest of the compared OMol25 structures with the same formula, charge and spin, the calculation gives 280.2 kJ/mol.

Entry 2:
Entry from OMol25: a single C19H20N2O4S2 molecule (ωB97M-V/def2-TZVPD).

Geometry as XYZ:
```
47
Properties=species:S:1:pos:R:3:forces:R:3:nbo_charge:R:1
C -2.8681 -4.0549 1.7352 0.0 0.0 0.0 -0.65
C -3.1708 -2.8757 0.8610 0.0 0.0 0.0 0.08
C -2.2187 -2.4067 -0.0361 -0.1 0.0 0.1 -0.23
C -2.4776 -1.3198 -0.8488 -0.2 0.0 0.0 -0.20
C -3.7066 -0.6709 -0.7830 0.0 -0.2 0.0 -0.06
C -3.9753 0.5423 -1.6074 0.1 0.6 0.3 -0.52
S -3.7710 2.0730 -0.6089 0.1 0.0 -0.1 0.18
C -2.0211 1.8344 -0.1746 -0.4 0.0 -0.1 -0.54
C -1.4519 3.0271 0.5788 -0.2 0.1 -0.2 -0.24
N -0.1250 2.7086 1.0676 -0.3 -0.1 0.2 -0.61
C 0.9865 3.0527 0.3829 0.3 0.2 0.5 0.66
O 1.0071 3.8154 -0.5534 0.1 0.1 -0.3 -0.59
C 2.2681 2.4427 0.9722 -0.2 0.3 0.1 -0.31
N 2.4868 1.1130 0.4402 -0.6 -0.5 -0.4 -0.66
C 3.7428 0.6005 0.2789 0.5 -0.2 -0.1 0.66
O 4.7687 1.2018 0.4860 -0.1 0.0 0.0 -0.56
C 3.6411 -0.8160 -0.1608 0.2 -0.5 -0.1 -0.05
C 4.7186 -1.6460 -0.4340 -0.2 0.2 0.0 -0.18
C 4.4666 -2.9556 -0.8154 0.1 0.1 0.0 -0.18
C 3.1661 -3.4268 -0.9234 -0.2 0.1 0.0 -0.18
C 2.0846 -2.5957 -0.6520 -0.2 -0.1 0.0 -0.17
C 2.3477 -1.3015 -0.2666 0.3 0.8 0.2 -0.32
S 1.2236 0.0284 0.0929 0.3 0.0 0.1 2.31
O 0.4548 -0.1625 1.2874 0.2 -0.3 0.2 -0.93
O 0.5196 0.4338 -1.0794 0.2 -0.1 -0.3 -0.90
C -4.6606 -1.1358 0.1141 0.1 0.0 -0.1 -0.18
C -4.3965 -2.2259 0.9217 0.0 0.0 0.0 -0.24
H -3.6796 -4.2400 2.4344 0.0 -0.1 0.1 0.21
H -1.9524 -3.8830 2.2995 0.0 -0.1 0.1 0.22
H -2.7241 -4.9492 1.1289 0.0 -0.1 0.0 0.22
H -1.2566 -2.8971 -0.0891 0.1 -0.1 0.0 0.19
H -1.7156 -0.9642 -1.5279 0.0 0.1 -0.1 0.22
H -3.2930 0.6202 -2.4539 -0.1 -0.1 -0.1 0.22
H -5.0066 0.5785 -1.9554 0.0 0.0 -0.1 0.23
H -1.4616 1.6734 -1.0961 0.0 0.0 0.1 0.23
H -1.9530 0.9370 0.4452 0.1 0.0 -0.1 0.22
H -2.0892 3.2802 1.4309 0.0 0.0 -0.1 0.20
H -1.3632 3.8943 -0.0783 -0.1 -0.1 0.1 0.24
H -0.0759 1.9211 1.6998 0.1 0.2 0.0 0.41
H 2.1963 2.3950 2.0653 0.0 0.0 -0.1 0.21
H 3.1285 3.0564 0.6883 -0.2 -0.2 0.0 0.27
H 5.7221 -1.2598 -0.3472 0.1 0.0 0.0 0.25
H 5.2920 -3.6161 -1.0333 0.1 -0.1 0.0 0.23
H 2.9885 -4.4481 -1.2236 0.0 -0.1 0.0 0.23
H 1.0693 -2.9474 -0.7399 -0.1 -0.1 0.0 0.23
H -5.6121 -0.6287 0.1834 -0.1 0.1 0.0 0.21
H -5.1512 -2.5725 1.6133 -0.1 -0.1 0.1 0.21
```
Positions in Å, forces in eV/Å.

Its HOMO-LUMO gap is 0.2909 hartree. The calculation puts the molecular weight at 404.513 g mol⁻¹. The LUMO energy is -0.4124 eV. Its SMILES is Cc1ccc(CSCCNC(=O)CN2C(=O)c3ccccc3S2(=O)=O)cc1. For the energy above the lowest of the compared OMol25 structures with the same formula, charge and spin, the calculation gives 72.8 kJ/mol.

Entry 3:
Entry from OMol25: a single C19H20N2O5S molecule (ωB97M-V/def2-TZVPD).

Geometry as XYZ:
```
47
Properties=species:S:1:pos:R:3:forces:R:3:nbo_charge:R:1
C 8.0199 0.5051 -0.8613 0.1 0.1 0.0 -0.25
O 7.1537 -0.5992 -0.7699 -0.2 -0.2 0.0 -0.49
C 5.8719 -0.3874 -0.3575 -0.2 0.0 0.0 0.29
C 5.0629 -1.5231 -0.2766 0.2 0.1 0.0 -0.24
C 3.7526 -1.4201 0.1302 0.0 0.2 0.0 -0.21
C 3.2117 -0.1789 0.4669 0.4 0.3 -0.1 0.10
N 1.8755 -0.1463 0.8863 0.0 -0.5 0.1 -0.61
C 1.0983 0.9239 1.1431 -0.5 -0.3 0.2 0.67
O 1.4262 2.0907 1.0589 0.1 0.3 0.0 -0.63
C -0.3313 0.5212 1.5491 0.2 0.0 0.2 -0.31
N -1.1343 0.1852 0.3790 0.3 0.2 0.2 -0.46
C -1.0265 -1.0667 -0.1322 0.2 0.0 -0.5 0.72
O -0.2643 -1.8856 0.3518 0.0 -0.3 0.1 -0.64
C -1.8174 -1.3629 -1.3949 0.2 -0.1 -0.1 -0.52
C -3.1968 -1.9218 -1.0722 -0.2 0.5 0.4 -0.42
C -3.1744 -3.3102 -0.4693 -0.1 0.0 0.2 -0.63
S -3.9603 -0.7989 0.1638 -0.4 0.2 -0.3 2.17
O -5.3874 -0.8329 -0.0014 -0.1 0.1 -0.3 -0.94
O -3.4307 -1.0963 1.4662 0.3 -0.1 0.1 -0.94
C -3.3734 0.8407 -0.2960 0.0 -0.6 0.2 -0.39
C -4.2679 1.7885 -0.7518 -0.2 0.0 -0.1 -0.16
C -3.8335 3.0809 -0.9953 0.0 0.0 0.0 -0.22
C -2.5086 3.4149 -0.7572 -0.1 0.0 0.0 -0.17
C -1.6089 2.4664 -0.3023 -0.1 -0.2 0.0 -0.25
C -2.0355 1.1579 -0.0852 -0.2 0.4 -0.2 0.26
C 4.0134 0.9515 0.3867 -0.3 0.0 0.1 -0.17
C 5.3323 0.8486 -0.0222 0.4 -0.2 -0.1 -0.31
H 7.6600 1.2402 -1.5886 0.0 0.0 0.0 0.17
H 8.1559 0.9915 0.1101 0.0 0.0 0.0 0.18
H 8.9743 0.1038 -1.1987 0.0 0.1 0.0 0.20
H 5.4906 -2.4776 -0.5386 0.0 -0.1 0.0 0.23
H 3.1336 -2.3036 0.1899 -0.1 -0.1 0.0 0.21
H 1.4114 -1.0526 0.9090 -0.1 0.3 0.1 0.44
H -0.8027 1.3580 2.0646 0.1 -0.1 -0.1 0.24
H -0.3133 -0.3522 2.2063 0.0 0.1 0.0 0.24
H -1.9061 -0.4589 -2.0009 0.0 -0.1 0.0 0.24
H -1.2501 -2.1104 -1.9559 0.0 0.1 0.1 0.25
H -3.8534 -1.8736 -1.9413 0.0 0.1 0.0 0.25
H -2.5229 -3.3216 0.4013 0.0 -0.1 0.0 0.24
H -4.1780 -3.5837 -0.1518 -0.1 -0.2 0.0 0.23
H -2.8162 -4.0424 -1.1906 0.0 0.0 -0.1 0.22
H -5.2968 1.4931 -0.8846 -0.1 0.0 0.0 0.25
H -4.5270 3.8263 -1.3516 -0.1 0.1 0.0 0.22
H -2.1692 4.4254 -0.9262 0.0 0.1 0.0 0.22
H -0.5803 2.7323 -0.1106 0.1 0.0 0.0 0.25
H 3.6061 1.9148 0.6439 0.0 0.0 0.0 0.24
H 5.9267 1.7470 -0.0720 0.1 0.1 0.0 0.22
```
Positions in Å, forces in eV/Å.

Its HOMO-LUMO gap is 0.3049 hartree. The calculation puts the molecular weight at 388.445 g mol⁻¹. The LUMO energy is 0.3388 eV. Its SMILES is COc1ccc(NC(=O)CN2C(=O)C[C@@H](C)S(=O)(=O)c3ccccc32)cc1. For the energy above the lowest of the compared OMol25 structures with the same formula, charge and spin, the calculation gives 131.6 kJ/mol.

Entry 4:
Entry from OMol25: a single C19H20N2OS molecule in a non-equilibrium geometry (ωB97M-V/def2-TZVPD).

Geometry as XYZ:
```
43
Properties=species:S:1:pos:R:3:forces:R:3:nbo_charge:R:1
C -2.1542 -1.5248 -2.1726 -0.1 0.3 -0.1 -0.60
C -3.1838 -0.5370 -1.6109 -0.1 -0.2 0.0 -0.25
C -4.5864 -0.9272 -2.0803 0.2 0.2 0.0 -0.60
C -3.0625 -0.4605 -0.1026 0.1 0.2 -0.1 -0.06
C -3.8288 -1.2716 0.7217 0.0 0.0 0.0 -0.21
C -3.7434 -1.1914 2.1007 -0.1 -0.1 0.1 -0.23
C -2.8788 -0.2832 2.6827 0.0 -0.1 -0.1 -0.19
C -2.0865 0.5207 1.8857 0.1 0.1 0.1 -0.25
C -2.1613 0.4307 0.5005 -0.2 -0.1 0.3 0.22
N -1.3246 1.2094 -0.3161 -0.5 -0.2 -0.3 -0.62
C -0.6615 2.3489 -0.0024 0.0 0.1 -0.6 0.69
O -0.7577 2.9528 1.0435 0.1 0.1 0.3 -0.62
C 0.2490 2.8451 -1.1246 0.2 0.0 0.3 -0.48
C 1.7043 2.7424 -0.6643 -0.2 0.3 -0.1 -0.46
C 2.1204 1.3360 -0.4329 0.9 0.0 0.3 0.14
N 1.4006 0.3012 -0.6326 -0.7 0.3 -0.4 -0.49
C 2.0454 -0.8582 -0.3010 0.9 -0.4 0.4 0.18
C 1.5178 -2.1427 -0.3798 0.0 0.1 0.0 -0.23
C 2.3066 -3.2104 -0.0064 -0.1 -0.1 0.0 -0.20
C 3.6106 -3.0203 0.4444 0.1 0.0 0.1 -0.21
C 4.1529 -1.7535 0.5391 0.1 -0.1 0.0 -0.21
C 3.3650 -0.6781 0.1684 -0.3 0.2 -0.1 -0.24
S 3.7490 1.0170 0.1882 -0.5 -0.2 -0.1 0.35
H -1.1385 -1.2320 -1.9131 0.2 0.0 0.0 0.20
H -2.2300 -1.5763 -3.2571 0.0 0.0 -0.1 0.21
H -2.3356 -2.5182 -1.7672 0.0 -0.1 0.1 0.21
H -2.9808 0.4597 -2.0206 0.0 -0.1 0.1 0.20
H -4.6701 -0.7679 -3.1535 0.0 0.0 -0.1 0.21
H -5.3391 -0.3207 -1.5824 -0.1 0.0 0.0 0.22
H -4.7937 -1.9759 -1.8835 -0.1 -0.1 0.0 0.20
H -4.5154 -1.9792 0.2845 -0.1 -0.1 -0.1 0.21
H -4.3571 -1.8332 2.7153 -0.1 0.0 0.0 0.21
H -2.8110 -0.2044 3.7573 0.0 0.0 0.1 0.21
H -1.4050 1.2265 2.3295 0.0 0.0 0.0 0.25
H -1.0970 0.7971 -1.2075 0.1 0.1 0.2 0.41
H 0.1060 2.2764 -2.0427 0.0 0.0 0.0 0.21
H 0.0150 3.8947 -1.3090 -0.1 -0.1 0.0 0.24
H 1.8213 3.2979 0.2711 0.0 0.0 -0.1 0.25
H 2.3723 3.1965 -1.4023 0.0 0.0 0.1 0.23
H 0.5051 -2.2860 -0.7204 -0.1 0.0 0.0 0.22
H 1.9070 -4.2117 -0.0624 0.0 -0.1 0.0 0.21
H 4.2061 -3.8745 0.7285 0.0 -0.1 0.0 0.22
H 5.1600 -1.5997 0.8938 0.1 0.0 0.0 0.22
```
Positions in Å, forces in eV/Å.

Its HOMO-LUMO gap is 0.3293 hartree. The calculation puts the molecular weight at 324.449 g mol⁻¹. The LUMO energy is 0.6640 eV. Its SMILES is CC(C)c1ccccc1NC(=O)CCc1nc2ccccc2s1. For the energy above the lowest of the compared OMol25 structures with the same formula, charge and spin, the calculation gives 10.1 kJ/mol.